ORCA calculation (ωB97M-V with the def2-TZVPD basis set) on 2 unconnected molecules or ions with the total composition C5H14 in a non-equilibrium geometry.

Calculated values
Energy above the lowest of the compared OMol25 structures with the same formula, charge and spin, kJ/mol: 46.4
Strongest force on any atom, eV/Å: 1.5
HOMO energy, Eh: -0.4133
Structure (SMILES): CCC.CC
2S+1: 1
HOMO-LUMO gap, Ha: 0.45558

Bonds (Å) are listed after each position.
Geometry (Å):
1 C 0.321 0.194 -1.046  C2 1.530, H4 1.079, H5 1.091, H6 1.092
2 C 1.839 0.065 -0.915  C1 1.530, C3 1.527, H7 1.092, H8 1.088
3 C 2.503 0.027 -2.290  C2 1.527, H9 1.094, H10 1.094, H11 1.092
4 H -0.102 0.816 -0.272  C1 1.079
5 H -0.249 -0.709 -1.267  C1 1.091
6 H 0.129 0.712 -1.988  C1 1.092
7 H 2.259 0.926 -0.391  C2 1.092
8 H 2.091 -0.784 -0.283  C2 1.088
9 H 1.846 -0.391 -3.058  C3 1.094
10 H 2.746 1.028 -2.656  C3 1.094
11 H 3.440 -0.528 -2.385  C3 1.092
12 C -1.760 -0.191 1.387  C13 1.540, H14 1.088, H15 1.090, H16 1.086
13 C -2.475 -0.152 2.750  C12 1.540, H17 1.086, H18 1.091, H19 1.087
14 H -1.670 0.816 0.984  C12 1.088
15 H -0.751 -0.553 1.584  C12 1.090
16 H -2.224 -0.791 0.610  C12 1.086
17 H -1.778 0.047 3.559  C13 1.086
18 H -2.907 -1.134 2.950  C13 1.091
19 H -3.259 0.602 2.727  C13 1.087